{"formula": "C26H72O14", "method": "wB97M-V/def2-TZVPD", "energy_ev": -56777.8024, "e_lumo_ev": 0.2, "de_lowest_kcal_mol": 357.9, "smiles": "CC(C)O.CC(C)O.CC(C)O.CC(C)O.CC(C)O.CC(C)O.OCCO.OCCO.OCCO.OCCO", "species": ["C", "C", "O", "O", "H", "H", "H", "H", "H", "H", "C", "C", "O", "O", "H", "H", "H", "H", "H", "H", "C", "C", "O", "O", "H", "H", "H", "H", "H", "H", "C", "C", "O", "O", "H", "H", "H", "H", "H", "H", "C", "C", "C", "O", "H", "H", "H", "H", "H", "H", "H", "H", "C", "C", "C", "O", "H", "H", "H", "H", "H", "H", "H", "H", "C", "C", "C", "O", "H", "H", "H", "H", "H", "H", "H", "H", "C", "C", "C", "O", "H", "H", "H", "H", "H", "H", "H", "H", "C", "C", "C", "O", "H", "H", "H", "H", "H", "H", "H", "H", "C", "C", "C", "O", "H", "H", "H", "H", "H", "H", "H", "H"], "xyz": [[0.539870, 0.667132, 0.491498], [-0.029113, 0.845398, -0.911758], [0.945859, 0.727829, -1.959746], [-0.457406, 0.381032, 1.468720], [1.242054, 1.193235, 0.833753], [1.046094, -0.268011, 0.508760], [-0.480149, 1.877710, -0.984908], [-1.055806, 0.086036, -1.108572], [1.401756, -0.113839, -1.819015], [-0.907846, -0.426155, 1.422514], [2.840678, 2.033922, 4.802394], [2.453767, 2.464113, 3.458071], [1.714456, 3.561727, 3.572489], [3.558930, 0.768317, 4.881564], [2.095437, 2.327305, 5.456027], [3.630371, 2.799846, 5.114048], [1.779507, 1.695696, 3.090722], [3.237355, 2.684270, 2.732319], [0.761333, 3.269790, 3.335080], [3.428234, 0.385559, 5.835916], [1.747305, 0.243001, -5.401909], [1.951350, -0.295151, -6.855935], [3.420236, -0.178718, -7.225569], [0.426652, 0.139532, -4.971787], [2.239229, 1.049728, -5.175060], [2.567579, -0.477306, -4.955266], [1.208828, 0.526692, -7.420650], [1.459212, -1.298020, -6.756357], [3.465851, 0.650515, -7.604200], [0.506874, 0.143472, -4.119581], [-2.315420, 2.871310, 3.306394], [-2.662940, 2.307211, 4.658545], [-4.030900, 2.783977, 5.069161], [-0.964290, 2.661217, 3.268048], [-2.671100, 3.816429, 3.229862], [-2.820711, 2.605893, 2.397804], [-1.917120, 2.742691, 5.396367], [-2.857888, 1.075813, 4.592620], [-4.843343, 2.389586, 4.733297], [-0.884236, 1.998182, 2.610209], [2.888129, -2.876912, 1.975543], [1.939481, -3.259838, 3.209301], [1.657919, -2.040220, 3.986085], [0.848049, -3.838591, 2.619427], [3.215434, -3.752252, 1.445028], [3.911371, -2.542441, 2.366287], [2.434066, -2.062922, 1.296463], [2.202377, -4.077296, 3.837668], [1.196064, -1.075907, 3.446475], [2.512376, -1.668933, 4.488955], [0.905253, -2.274758, 4.855715], [1.103483, -4.761924, 2.465453], [-2.254900, 4.418993, -1.145082], [-3.526359, 3.745452, -0.891552], [-3.219921, 2.200105, -0.697125], [-4.304430, 4.307565, 0.088148], [-2.289291, 5.164838, -1.687541], [-1.563731, 3.880457, -1.838996], [-1.747380, 4.727897, -0.305171], [-4.109760, 3.727601, -1.755356], [-2.754588, 1.856176, 0.106531], [-2.463336, 1.806243, -1.394224], [-4.194998, 1.455499, -0.894147], [-5.061332, 3.637348, 0.329644], [0.069299, -2.845089, -1.519869], [1.399345, -3.019877, -2.061169], [1.334316, -3.319800, -3.588810], [2.173596, -1.731690, -1.998361], [-0.564150, -1.937952, -1.927925], [-0.041545, -2.402565, -0.554472], [-0.504490, -3.670069, -1.457203], [2.000783, -3.723249, -1.626936], [1.067114, -4.399297, -3.919898], [2.323188, -3.232652, -3.927628], [0.617046, -2.648045, -3.860857], [2.930690, -1.974999, -2.494377], [4.214205, 1.271890, -1.153172], [5.591459, 1.938937, -1.633663], [6.144360, 1.258086, -2.769807], [5.182282, 3.248208, -2.201393], [4.196526, 0.257158, -0.852841], [3.399023, 1.456348, -2.057729], [3.914093, 1.688444, -0.238158], [6.136107, 2.145173, -0.762550], [7.059146, 1.668019, -3.167028], [5.296479, 1.316390, -3.295065], [6.341581, 0.188658, -2.261270], [4.592339, 3.797769, -1.490253], [-5.096983, -2.552823, -3.783689], [-4.284790, -2.626888, -2.418341], [-4.161525, -1.116739, -2.019416], [-4.959812, -3.302989, -1.427937], [-5.031973, -3.707280, -3.963557], [-4.416485, -2.262325, -4.592112], [-6.052114, -2.147639, -3.838418], [-3.407345, -3.020802, -2.713280], [-3.783715, -1.053335, -1.177850], [-5.010432, -0.601730, -1.686784], [-3.542404, -0.466789, -2.645021], [-4.236985, -3.602930, -0.716523], [-1.945029, -1.558774, 4.240636], [-2.546265, -1.938790, 2.887453], [-3.347327, -0.852179, 2.285456], [-1.405689, -2.179878, 1.927141], [-1.172939, -0.651353, 4.211636], [-1.256139, -2.412888, 4.499803], [-2.666483, -1.342380, 5.013503], [-3.160284, -2.843061, 2.827304], [-4.306859, -0.941271, 2.695298], [-3.532442, -1.059820, 1.221627], [-2.793747, 0.053699, 2.466429], [-0.849550, -2.553980, 2.623680]], "forces_ev_per_angstrom": [[-5.80, -7.26, -2.63], [-2.48, 0.40, -1.09], [-1.12, 0.20, 1.06], [0.53, 4.58, 1.09], [4.82, 5.67, 2.57], [1.02, -1.31, -0.88], [0.57, -1.02, -0.16], [3.02, 1.79, 0.78], [0.29, -0.31, -0.16], [-0.57, -2.55, -0.62], [5.67, 1.19, 0.64], [0.18, -2.81, -1.67], [-4.47, 2.82, -0.33], [-1.77, -0.75, 2.62], [-2.13, -0.83, 1.55], [-0.67, -0.58, -0.23], [0.35, -0.89, -0.73], [0.57, -0.67, 0.18], [1.83, 1.43, 0.88], [0.37, 1.22, -2.77], [1.54, -6.93, -1.53], [-1.74, 3.73, 0.40], [-3.38, -3.37, 1.79], [-0.01, -0.28, -7.80], [1.89, 5.59, 0.63], [-1.90, 0.36, 0.51], [2.13, -2.59, 0.29], [1.14, 0.62, -1.16], [0.32, 2.71, -1.32], [0.01, 0.20, 8.38], [-0.81, -1.65, 1.22], [-4.35, -2.52, -0.09], [1.49, 0.85, 0.73], [1.97, 1.01, -0.55], [-0.02, 3.93, 0.75], [-0.38, -1.89, -0.42], [-1.16, -1.08, -0.72], [1.55, 3.21, 0.53], [0.86, -0.59, -0.46], [0.92, -1.56, -1.20], [1.47, 1.05, 1.79], [2.02, 1.19, -2.57], [-3.75, 2.06, 1.55], [-2.99, -1.12, -1.04], [-0.53, -0.56, -0.69], [-1.41, 0.23, -0.38], [0.58, -1.47, 1.18], [2.00, -0.02, 1.04], [0.99, -2.39, 0.61], [1.10, 0.25, 0.26], [1.22, 0.34, -1.54], [-0.55, 0.48, -0.18], [1.72, -6.01, 1.95], [0.58, -4.00, -0.29], [-3.83, -0.70, -4.25], [-2.52, -1.09, 2.54], [-1.44, 8.04, -4.95], [-0.45, -0.64, 1.04], [1.26, 0.23, 2.24], [-0.81, 0.19, -2.00], [1.51, -0.80, 4.60], [-0.72, 0.66, -0.71], [2.27, 2.16, 0.66], [2.25, 2.02, -0.79], [-1.50, 5.24, 0.65], [0.52, 2.18, -3.06], [0.23, -3.68, 2.02], [-1.96, -1.26, 0.99], [1.22, -1.96, -0.74], [1.05, -0.26, 1.59], [-1.87, -2.98, -0.34], [1.23, -1.91, 1.76], [-0.04, 1.68, 1.00], [1.20, 0.73, -1.13], [-1.47, 1.84, -1.97], [1.43, 0.30, -0.68], [-0.34, 1.22, -3.62], [-4.21, 2.28, 1.37], [3.56, -3.70, 3.46], [-1.68, 1.63, 2.92], [0.56, -1.55, -0.43], [1.98, -0.49, 2.59], [-0.76, 1.50, 1.03], [1.44, 0.03, 1.07], [-0.01, 0.15, -0.30], [-2.48, -0.71, -3.58], [-0.26, 1.83, -1.97], [2.23, -2.20, -2.51], [3.55, -5.21, 0.55], [-4.24, 5.84, -1.72], [-1.03, -1.34, -6.31], [1.99, -2.12, 2.98], [-1.36, 1.65, -0.31], [-0.24, 0.76, 0.34], [-1.54, 0.68, 0.23], [3.32, -1.45, -0.45], [4.94, 0.08, 8.33], [-2.46, 0.39, -0.92], [-0.32, -0.31, -0.42], [-2.52, 0.99, -2.30], [2.62, 0.04, -0.38], [0.97, 0.21, -1.67], [0.44, -0.38, -1.08], [-1.32, 0.13, 2.14], [-1.92, -1.63, -0.46], [-0.93, 0.65, 0.45], [-0.23, -0.23, 0.23], [0.33, -0.19, 0.79], [-1.53, 0.78, 1.02], [0.45, 0.28, 0.10], [-0.48, 0.79, -0.23], [1.24, -0.50, -1.15]], "lowdin_charge": [-0.182, -0.193, -0.087, -0.072, 0.043, 0.100, 0.101, 0.170, 0.025, 0.005, -0.239, -0.364, -0.058, -0.105, 0.097, 0.139, 0.105, 0.130, 0.103, 0.136, -0.292, -0.169, -0.061, 0.024, 0.054, 0.139, 0.167, 0.119, 0.023, -0.048, -0.283, -0.145, -0.126, -0.052, 0.092, 0.112, 0.147, 0.148, 0.068, 0.040, -0.028, -0.514, -0.076, -0.064, 0.047, 0.093, 0.094, 0.130, 0.125, 0.043, 0.106, 0.114, -0.031, -0.496, -0.036, -0.041, -0.009, 0.118, 0.079, 0.112, -0.015, 0.044, 0.132, 0.157, -0.053, -0.389, -0.021, -0.072, 0.125, 0.056, 0.052, 0.106, 0.124, 0.056, 0.037, 0.060, -0.044, -0.485, -0.065, -0.138, 0.042, 0.142, 0.033, 0.110, 0.088, 0.030, 0.146, 0.162, -0.036, -0.472, -0.057, -0.052, 0.105, 0.075, 0.047, 0.085, -0.060, 0.068, 0.097, 0.170, -0.054, -0.424, -0.058, -0.095, 0.124, 0.075, 0.073, 0.141, 0.074, 0.088, 0.058, 0.029]}